Entry 1:
Entry from OMol25: a cluster of 6 separate species, C41H58F17N7OP in total (ωB97M-V/def2-TZVPD).

Last column: Löwdin charge in e.
Positions of all 125 atoms, in Å:
C 0.5489 4.4344 2.6137  -0.090
C 1.7619 4.6004 3.5525  -0.241
C 2.0936 3.3146 4.3166  -0.208
C 2.8790 2.3299 3.4434  -0.214
C 3.6105 1.2497 4.2425  -0.151
C 4.7581 0.5270 3.4869  -0.096
C 4.4360 0.2838 2.0521  -0.171
N 4.6875 1.2573 1.1830  0.109
N 4.4307 1.2829 -0.1192  0.195
C 3.8975 0.1971 -0.6194  -0.222
C 3.5257 0.2126 -2.0738  -0.102
C 2.1852 0.9311 -2.2761  -0.056
C 1.0068 0.1040 -1.8088  -0.425
F 0.9430 0.1317 -0.4403  0.101
F 1.1672 -1.1897 -2.1729  0.127
C -0.3391 0.6155 -2.3865  -0.349
F -0.3581 0.1548 -3.6554  0.149
F -0.3451 1.9575 -2.4478  0.169
C -1.6293 0.0873 -1.6805  -0.330
F -1.4078 -1.1790 -1.2804  0.167
F -2.6028 0.0545 -2.6048  0.166
C -2.1510 0.9760 -0.5013  -0.333
F -2.9497 1.9127 -1.0448  0.157
F -1.1523 1.6282 0.1197  0.153
C -3.0397 0.2107 0.5350  -0.329
F -3.8258 1.1044 1.1484  0.164
F -3.8371 -0.6035 -0.1791  0.167
C -2.2571 -0.6531 1.5959  -0.328
F -0.9423 -0.6992 1.3147  0.143
F -2.7306 -1.9072 1.5291  0.174
C -2.4075 -0.2240 3.0849  -0.342
F -1.8155 -1.2073 3.8043  0.157
F -3.6937 -0.1801 3.4358  0.175
C -1.6861 1.0831 3.5164  -0.544
F -2.0397 2.1161 2.7596  0.188
F -2.0232 1.3434 4.7768  0.198
F -0.3618 0.9299 3.4573  0.163
C 3.6235 -0.9366 0.1867  0.019
C 3.8715 -0.9074 1.5350  -0.236
P 3.3922 -2.4220 2.4795  0.903
C 1.9299 -1.8119 3.4112  -0.239
O 4.5734 -2.5763 3.5931  -0.321
H 0.2798 3.3805 2.5329  0.038
H 0.7469 4.8150 1.6135  0.071
H -0.3212 4.9655 2.9957  0.076
H 2.6260 4.8939 2.9516  0.098
H 1.5906 5.4202 4.2483  0.105
H 2.6564 3.5383 5.2239  0.113
H 1.1487 2.8474 4.6051  0.106
H 2.1847 1.8854 2.7225  0.108
H 3.5919 2.9196 2.8563  0.101
H 2.8855 0.4850 4.5174  0.093
H 3.9962 1.7035 5.1528  0.121
H 5.6826 1.1066 3.5508  0.134
H 4.9523 -0.4204 3.9824  0.102
H 5.1137 2.1062 1.5368  0.177
H 3.5280 -0.7927 -2.4850  0.130
H 4.2527 0.8212 -2.6130  0.067
H 2.1834 1.8884 -1.7576  0.139
H 2.0779 1.1655 -3.3354  0.138
H 3.1936 -1.8200 -0.2686  0.120
H 2.1828 -1.5360 4.4332  0.048
H 1.1894 -2.6082 3.3950  0.032
H 1.4822 -0.9582 2.8991  0.024
H 4.6152 -3.5165 3.8439  0.009
C 3.6921 -7.5183 1.4309  -0.107
C 2.6612 -8.0116 2.4389  -0.253
C 1.8575 -6.8709 3.0768  -0.177
C 2.7268 -5.9476 3.8037  -0.207
N 3.4281 -5.2450 4.3757  0.166
H 4.4409 -6.8821 1.9057  0.069
H 4.2163 -8.3591 0.9788  0.076
H 3.2178 -6.9476 0.6299  0.076
H 3.1592 -8.5841 3.2227  0.115
H 1.9613 -8.6873 1.9465  0.112
H 1.1203 -7.2633 3.7781  0.124
H 1.3237 -6.3041 2.3117  0.122
C -6.3067 0.3808 5.4066  -0.105
C -6.7512 -0.7911 4.5390  -0.267
C -8.2731 -0.9736 4.5236  -0.189
C -8.7872 -1.2375 5.8680  -0.242
N -9.1626 -1.4451 6.9299  0.151
H -6.5839 0.2318 6.4506  0.075
H -5.2238 0.4957 5.3699  0.053
H -6.7570 1.3149 5.0651  0.081
H -6.2801 -1.7086 4.8971  0.113
H -6.4095 -0.6361 3.5134  0.094
H -8.5536 -1.8090 3.8814  0.117
H -8.7615 -0.0774 4.1373  0.120
C 4.6042 2.0307 -7.3282  -0.108
C 6.0336 2.0034 -6.7985  -0.251
C 6.1379 1.3679 -5.4055  -0.177
C 5.3489 2.1084 -4.4210  -0.220
N 4.7224 2.6800 -3.6483  0.166
H 3.9575 2.6405 -6.6948  0.070
H 4.5787 2.4586 -8.3295  0.075
H 4.1798 1.0262 -7.3814  0.042
H 6.4337 3.0180 -6.7624  0.113
H 6.6668 1.4346 -7.4801  0.111
H 7.1735 1.3470 -5.0641  0.120
H 5.7711 0.3394 -5.4321  0.124
C -1.1439 -1.2580 -6.4689  -0.111
C -0.9599 -0.2996 -7.6388  -0.254
C 0.1250 -0.7668 -8.6169  -0.181
C 1.4215 -0.8559 -7.9398  -0.228
N 2.4180 -0.9277 -7.3783  0.148
H -0.2279 -1.3411 -5.8823  0.059
H -1.9296 -0.9025 -5.8023  0.068
H -1.4204 -2.2565 -6.8121  0.081
H -0.6952 0.6912 -7.2643  0.111
H -1.9021 -0.1942 -8.1782  0.110
H 0.2225 -0.0688 -9.4486  0.119
H -0.1215 -1.7461 -9.0297  0.123
C -7.1539 2.0328 -0.3086  -0.103
C -6.4332 1.9668 -1.6501  -0.260
C -6.8233 3.1102 -2.5935  -0.188
C -8.2543 3.0845 -2.8986  -0.242
N -9.3770 3.0645 -3.1235  0.151
H -8.2332 1.9397 -0.4332  0.074
H -6.8263 1.2206 0.3417  0.061
H -6.9500 2.9761 0.2019  0.080
H -6.6489 1.0114 -2.1326  0.115
H -5.3559 2.0063 -1.4881  0.082
H -6.2738 3.0364 -3.5326  0.116
H -6.5855 4.0752 -2.1426  0.121

## Properties
* multiplicity: 1
* M: 1018.903 g mol⁻¹
* orbital gap: 7.764 eV
* energy above the lowest of the compared OMol25 structures with the same formula, charge and spin: 0.0 kJ/mol
* LUMO energy: -3.950 eV
* total charge: +1
* HOMO level: -11.714 eV
* strongest force on any atom: 1.14 eV/Å

=====

Entry 2:
Entry from OMol25: a structure of composition C41H58FeINP3Si (ωB97M-V/def2-TZVPD).

Last column: Löwdin charge in e.
Positions of all 106 atoms, in Å:
Fe -0.3176 1.5527 0.2055  0.589
C -3.3043 -3.5732 -1.9935  -0.114
C -2.9162 -2.5805 -3.1107  -0.523
C -2.5502 -3.3041 -4.4441  -0.102
P -1.5187 -1.5003 -2.3846  1.097
C -1.2246 -0.3652 -3.8683  -0.519
C -2.3774 0.5850 -4.2042  -0.109
C 0.1388 0.3374 -3.6994  -0.108
C -2.3200 -0.4960 -1.1164  -0.373
C -3.6916 -0.3254 -1.3379  -0.098
C -4.5878 -0.0283 -0.3138  -0.013
C -4.0734 0.1852 0.9585  -0.050
C -2.6982 0.1618 1.1673  -0.113
C -1.7132 -0.1443 0.1652  -0.370
Si -0.0523 -0.7192 1.0136  0.630
C 0.2009 -0.4072 2.9168  -0.246
C 0.6206 -1.3983 3.8268  -0.066
C 1.0363 -1.0673 5.1086  -0.047
C 1.0009 0.2430 5.5574  -0.049
C 0.5866 1.2460 4.7052  -0.101
C 0.2237 0.9362 3.3761  -0.362
P -0.0282 2.2918 2.2074  0.960
C 1.5150 3.2775 2.0179  -0.490
C 2.0752 3.6751 3.3912  -0.092
C 2.5833 2.5243 1.1545  -0.104
C -1.4588 3.3242 2.7532  -0.488
C -1.9022 3.0650 4.2453  -0.085
C -1.2478 4.8493 2.5410  -0.100
C -0.0415 -2.6372 1.0610  -0.326
C -0.9702 -3.5412 1.5555  -0.082
C -0.6965 -4.9166 1.5279  -0.031
C 0.5157 -5.3819 0.9561  -0.024
C 1.4165 -4.4437 0.4707  -0.082
C 1.1063 -3.1093 0.4399  -0.389
P 1.8303 -1.6718 -0.4377  1.080
C 3.2364 -1.1060 0.6470  -0.527
C 4.2156 -0.2539 -0.1799  -0.109
C 3.9157 -2.3486 1.2160  -0.096
C 2.4184 -2.3685 -2.1099  -0.491
C 3.7552 -3.1617 -2.1405  -0.090
C 1.3585 -3.1768 -2.8693  -0.134
H -4.3480 -3.8452 -2.0837  0.082
H -3.1847 -3.1632 -0.9981  0.050
H -2.7157 -4.4737 -2.0762  0.075
H -3.8476 -1.9880 -3.3985  0.102
H -1.7990 -4.0820 -4.3128  0.074
H -2.3690 -2.6777 -5.3171  0.065
H -3.4460 -3.9007 -4.7039  0.092
H -1.1185 -1.1022 -4.7476  0.119
H -2.4440 1.4365 -3.4735  0.059
H -3.3862 0.1224 -4.3119  0.082
H -2.1973 1.0736 -5.1716  0.086
H 0.9662 -0.3618 -3.5188  0.049
H 0.1203 1.0087 -2.8549  0.029
H 0.3734 0.9309 -4.5712  0.083
H -4.0653 -0.5489 -2.3212  0.075
H -5.6748 0.0496 -0.4905  0.135
H -4.7138 0.3811 1.8231  0.125
H -2.3625 0.4133 2.1927  0.098
H 0.6528 -2.4412 3.5054  0.106
H 1.3935 -1.8596 5.7926  0.131
H 1.2551 0.4797 6.5879  0.123
H 0.6117 2.3030 5.0083  0.096
H 1.1978 4.1452 1.4009  0.097
H 1.4161 4.2708 4.0636  0.091
H 2.9465 4.3067 3.1581  0.096
H 2.4667 2.7949 3.8841  0.072
H 3.0450 1.6666 1.6479  0.070
H 3.3948 3.2262 0.9681  0.100
H 2.1463 2.1298 0.2366  0.025
H -2.3364 3.0086 2.1217  0.103
H -1.1945 3.4226 4.9761  0.069
H -2.0552 1.9978 4.4025  0.071
H -2.8326 3.5620 4.4253  0.078
H -0.5000 5.2461 3.2769  0.090
H -2.2303 5.3676 2.6592  0.102
H -0.8944 5.0949 1.5416  0.054
H -1.8324 -3.1681 2.1032  0.115
H -1.4468 -5.6118 1.8773  0.110
H 0.7751 -6.4078 0.9339  0.103
H 2.4015 -4.7394 0.1130  0.103
H 2.8238 -0.5071 1.4533  0.066
H 5.0275 -0.8721 -0.6365  0.090
H 4.6076 0.5599 0.4476  0.077
H 3.7025 0.2305 -1.0006  0.055
H 3.8668 -3.1993 0.5231  0.052
H 3.3818 -2.6487 2.1537  0.099
H 4.9415 -2.2025 1.4529  0.077
H 2.6238 -1.4367 -2.7087  0.094
H 3.7012 -4.1070 -1.5926  0.069
H 4.5630 -2.5528 -1.6929  0.059
H 3.9854 -3.3454 -3.2227  0.104
H 1.0285 -4.0144 -2.2839  0.069
H 1.6953 -3.4891 -3.8518  0.092
H 0.4402 -2.6030 -3.0091  -0.029
I 2.2195 6.6018 -1.8851  0.954
C 0.7134 5.1155 -1.9426  -0.683
C -0.5429 5.3079 -2.4858  -0.071
C -1.5233 4.2851 -2.3943  -0.009
C -1.2393 3.1420 -1.6758  -0.127
N -0.0028 2.9363 -1.1126  -0.072
C 0.9854 3.9076 -1.3153  -0.158
H -0.7362 6.2625 -3.0422  0.136
H -2.5305 4.4339 -2.7845  0.130
H -1.9464 2.2956 -1.6176  0.104
H 1.9870 3.6044 -1.0993  0.083

## Properties
* multiplicity: 6
* M: 868.679 g mol⁻¹
* orbital gap (spin up / spin down): 5.405 / 6.264 eV
* LUMO energy (spin up / spin down): -5.691 / -6.571 eV
* total charge: +2
* HOMO level (spin up / spin down): -11.096 / -12.835 eV
* strongest force on any atom: 3.11 eV/Å

=====

Which value of total charge does entry 2 give? +2